Record 1
ORCA calculation (ωB97M-V/def2-TZVPD) on a cluster of 3 separate species, C19H35BrNO15PS in total.

The value obtained for the energy above the lowest of the compared OMol25 structures with the same formula, charge and spin is 0.0 kJ/mol. The calculation puts the HOMO-LUMO gap at 9.50 eV. The value obtained for the HOMO energy is -9.9765 eV. Its spin multiplicity is 1.

The geometry in XYZ format:
```
73
Properties=species:S:1:pos:R:3:forces:R:3:lowdin_charge:R:1
C -2.213754 -1.520107 1.254911 0.59 0.26 0.36 -0.1060
C -0.713634 -1.239965 0.910566 -0.31 0.10 -1.34 -0.2106
C -0.619824 -0.591494 -0.517917 -0.34 -0.50 1.14 -0.2231
O 0.753680 -0.331658 -0.857787 -0.53 -0.54 -0.54 -0.1625
C 0.913638 -0.207333 -2.268658 -0.17 -0.01 -0.02 -0.1368
C 2.044975 -1.157385 -2.830034 0.34 2.36 0.37 -0.2212
C 3.244517 -0.268547 -3.359964 -0.65 -0.92 -1.46 -0.1134
O 4.491466 -0.612485 -2.765465 -0.51 0.36 0.44 -0.1310
C 4.541799 -0.257951 -1.395816 0.63 -0.18 1.56 -0.3631
C 5.269291 1.090797 -1.088366 -0.94 0.12 0.80 -0.1266
C 4.282979 2.331547 -1.231968 0.47 -0.19 0.12 -0.1786
C 4.010747 3.043717 0.151187 -0.04 0.01 -1.05 -0.1856
S 4.125799 4.888516 0.040528 -2.23 4.10 3.16 0.6947
O 2.787556 5.458269 -0.276545 2.57 -2.09 -0.62 -0.3325
O 4.625317 5.471699 1.312890 0.08 -2.14 -2.88 -0.3214
O 5.179017 5.358879 -1.137937 -0.90 -1.30 1.08 -0.1723
P 5.484677 -1.669525 -0.562108 3.25 -1.10 -1.76 0.6255
O 6.922675 -1.665471 -1.047998 -2.46 0.54 1.17 -0.3090
O 4.794329 -3.090883 -1.123221 -0.17 2.01 1.72 -0.1512
O 5.391183 -1.578143 1.092471 -0.91 -0.31 -2.24 -0.1337
O 1.477476 -1.871416 -3.937011 0.21 -1.05 0.89 -0.1390
C 1.105902 -3.175380 -3.597211 -1.15 -0.02 -1.26 -0.7119
Br -0.296534 -3.692202 -4.922438 0.66 0.16 0.43 0.7042
O 0.497097 -3.279849 -2.311668 0.56 0.87 -1.37 -0.1296
N 1.285489 -4.172354 -1.582504 0.84 -0.25 1.35 -0.0037
O 1.308575 -3.870914 -0.456177 -0.29 -0.49 -0.30 0.1011
H -2.572954 -2.397881 0.678235 0.09 0.60 0.36 0.0843
H -2.290229 -1.751833 2.342699 -0.15 0.08 -0.81 0.0669
H -2.862379 -0.639458 1.036802 0.41 -0.63 0.17 0.0639
H -0.208010 -2.228286 0.815248 -0.02 0.84 0.43 0.0914
H -0.200044 -0.575472 1.633518 -0.33 -0.52 -0.22 0.1088
H -1.066409 -1.346415 -1.210604 0.30 0.79 0.19 0.1235
H -1.184079 0.373433 -0.549976 0.20 -0.72 -0.09 0.1323
H 1.113817 0.871163 -2.479348 0.12 -0.72 -0.05 0.1271
H -0.027737 -0.446713 -2.820988 0.65 0.04 0.51 0.1405
H 2.483518 -1.805199 -2.039112 -0.64 0.22 -0.48 0.1367
H 3.335811 -0.511641 -4.446568 0.14 0.20 0.80 0.1477
H 3.031054 0.817694 -3.308483 0.17 -0.63 0.26 0.1140
H 3.550543 -0.219285 -0.883733 0.29 -0.03 -0.61 0.1367
H 6.216064 1.225921 -1.642273 -0.65 -0.28 0.08 0.1311
H 5.542186 1.070318 -0.002035 -0.02 -0.16 -0.82 0.0996
H 4.752942 3.001379 -1.982082 -0.44 -0.19 0.57 0.1006
H 3.289588 2.036581 -1.626592 0.72 0.07 0.14 0.0952
H 2.950224 2.863107 0.438959 0.76 0.46 -0.07 0.1140
H 4.657278 2.686089 0.974697 -0.12 0.54 -0.55 0.1026
H 4.760320 5.125915 -1.982116 0.02 0.25 -0.08 0.0755
H 4.885205 -3.017779 -2.084144 0.14 -0.05 -0.06 0.0666
H 6.066777 -0.928134 1.330517 0.20 -0.18 0.14 0.0718
H 1.939578 -3.887365 -3.737170 -0.50 0.24 0.41 0.1199
O -5.147110 -1.318811 3.077171 0.02 -0.30 0.05 0.1102
C -4.770032 -1.166425 4.202536 -0.34 0.22 -0.37 -0.4966
O -4.745890 -2.159581 5.125345 0.05 0.06 -0.16 0.0313
C -4.346773 -1.626829 6.397736 0.06 -0.07 0.35 -0.1588
C -3.596939 -0.349741 6.076873 0.22 0.32 0.16 -0.1606
C -4.302267 0.128881 4.818696 0.46 -0.04 0.33 -0.0796
H -5.244085 -1.443752 6.994904 0.01 -0.01 -0.05 0.1279
H -3.721564 -2.352553 6.916031 -0.14 -0.13 -0.14 0.1261
H -3.608888 0.373066 6.892211 -0.03 -0.08 0.01 0.1175
H -2.553604 -0.580113 5.847512 -0.05 -0.01 0.04 0.1198
H -5.173114 0.746184 5.048004 0.01 0.02 -0.13 0.1331
H -3.626025 0.656644 4.149625 -0.27 0.06 -0.15 0.1245
O -3.917093 0.238307 -2.594336 0.08 0.36 -0.10 0.1142
C -4.663505 0.818228 -1.859981 0.31 -0.53 0.01 -0.4913
O -4.689721 2.168999 -1.730586 0.02 -0.08 -0.10 0.0263
C -5.614556 2.535621 -0.694905 -0.15 0.25 0.17 -0.1612
C -6.561244 1.358850 -0.570901 -0.34 -0.14 0.20 -0.1583
C -5.662784 0.185249 -0.923272 -0.46 0.28 0.03 -0.0738
H -5.052257 2.715766 0.225499 0.01 -0.03 -0.04 0.1258
H -6.131109 3.452378 -0.976550 0.21 0.01 -0.11 0.1243
H -7.024323 1.280336 0.412385 0.06 0.06 -0.02 0.1175
H -7.359403 1.445741 -1.312357 0.04 0.03 0.04 0.1196
H -5.134074 -0.201159 -0.049081 0.00 -0.11 -0.07 0.1194
H -6.211143 -0.611783 -1.419769 0.28 -0.16 0.05 0.1296
```
Positions in Å, forces in eV/Å.



Record 2
ORCA calculation (ωB97M-V/def2-TZVPD) on a structure of composition C19H35CaNO2P2.

The value obtained for the energy above the lowest of the compared OMol25 structures with the same formula, charge and spin is 0.0 kJ/mol. The calculation puts the HOMO-LUMO gap at 6.53 eV. The value obtained for the HOMO energy is -7.0031 eV. Its spin multiplicity is 1.

The geometry in XYZ format:
```
60
Properties=species:S:1:pos:R:3:forces:R:3:nbo_charge:R:1
P -2.552412 4.620474 -3.027277 0.60 0.57 0.19 0.8792
P -0.203163 3.181737 -5.078260 0.20 0.51 0.07 0.8762
C -1.858464 5.484374 -4.510261 -0.46 0.48 -0.01 -0.7185
C -1.320232 4.558282 -5.627098 0.03 -0.03 -0.46 -0.7141
H -1.074945 6.172402 -4.154708 -0.16 -0.23 -0.10 0.2271
H -2.691436 6.098916 -4.886367 0.42 0.13 -0.33 0.2123
H -2.156626 4.081115 -6.158141 0.10 0.16 0.07 0.2218
H -0.743866 5.140178 -6.362476 -0.39 0.09 0.03 0.2157
C 1.342879 4.165119 -4.862706 0.00 -0.01 -0.20 -0.9470
H 2.143039 3.478437 -4.567365 -0.05 0.23 -0.03 0.2407
H 1.234896 4.935855 -4.090132 0.03 -0.20 -0.24 0.2331
H 1.601101 4.636561 -5.819228 0.05 0.02 0.17 0.2125
C 0.270802 2.283931 -6.591074 -0.08 0.34 -0.52 -0.9453
H 0.779124 2.947461 -7.304590 -0.11 -0.27 -0.05 0.2140
H -0.620381 1.841881 -7.052268 0.23 0.03 0.01 0.2333
H 0.954582 1.479251 -6.295994 -0.13 0.14 -0.10 0.2356
C -2.982193 5.930241 -1.824800 -0.36 0.52 -0.51 -0.9454
H -3.295417 5.438202 -0.894755 0.10 0.13 -0.22 0.2430
H -3.811880 6.543198 -2.213554 0.24 0.10 0.32 0.2069
H -2.108050 6.562237 -1.613842 -0.26 -0.17 -0.02 0.2360
C -4.203230 4.166941 -3.626497 -0.26 0.35 -0.15 -0.9557
H -4.135913 3.436881 -4.434500 -0.05 0.01 0.03 0.2305
H -4.699103 5.075312 -3.985034 -0.25 -0.18 -0.09 0.2111
H -4.778917 3.740996 -2.802110 -0.02 -0.02 -0.09 0.2367
Ca -0.788174 -1.886101 -0.617725 0.33 0.52 0.32 1.6863
C 0.762934 1.342823 -3.059973 0.97 -1.16 1.05 -0.2029
C 1.474379 2.255594 -2.370317 0.21 -0.41 -0.61 -0.1755
C 0.953432 3.515866 -1.778886 0.14 0.71 0.86 -0.4499
C 0.471818 3.424950 -0.325137 0.14 0.69 -0.23 -0.4514
C -0.972682 3.119833 -0.189985 -1.40 -1.03 0.20 -0.1722
C -1.834945 2.642378 -1.111216 0.15 -0.46 0.73 -0.2219
C -1.493215 2.163106 -2.495306 0.32 0.20 -0.28 -0.6006
C -0.619136 0.904071 -2.679983 -1.14 0.53 -0.51 -0.4264
C -1.496701 -1.145581 1.464161 -0.58 0.14 -0.16 -1.3770
H 1.248862 0.739320 -3.837256 0.33 -0.34 0.83 0.1962
H 2.554692 2.125165 -2.248912 -0.10 0.30 -0.94 0.2097
H 0.181759 4.013014 -2.397669 0.28 -0.40 0.41 0.2159
H 1.759105 4.263085 -1.798341 0.17 -0.38 0.06 0.2146
H 1.084876 2.734144 0.272094 -0.09 0.12 -0.12 0.2477
H 0.621763 4.438323 0.084336 -0.04 -0.33 0.23 0.2098
H -1.373309 3.227615 0.825766 0.07 0.26 -0.35 0.2058
H -2.905154 2.529954 -0.837086 0.80 0.02 0.14 0.2010
H -0.914178 2.969672 -3.019922 -1.30 -1.75 0.86 0.3158
H -2.409924 2.026396 -3.098459 0.33 0.13 0.39 0.2068
H -0.704501 0.253322 -1.764245 0.64 0.68 -0.63 0.1430
H -1.053330 0.342784 -3.519287 0.10 -0.10 0.18 0.2019
H -1.728031 -2.079452 1.987239 -0.24 0.03 0.30 0.1857
H -2.392805 -0.504389 1.438347 0.10 -0.18 0.36 0.1915
H -0.699222 -0.638088 2.023339 -0.16 -0.03 -0.25 0.2173
O 0.699669 -3.526789 -0.246405 1.14 0.27 -0.02 -0.8050
C 1.605384 -2.728799 0.170621 -1.03 1.25 0.15 0.6403
C 2.990701 -3.074247 0.579300 0.93 -0.60 0.15 -0.5123
C 3.488081 -1.812698 1.292269 0.59 -0.10 0.15 -0.5164
C 2.395587 -0.784292 1.039369 -1.16 0.33 -0.44 0.6808
O 2.367492 0.381932 1.386368 0.38 -0.93 -0.22 -0.5832
N 1.355830 -1.404971 0.317033 0.50 -0.84 -0.33 -0.7612
H 3.016484 -4.001542 1.169601 0.07 0.29 -0.22 0.2375
H 3.623248 -3.196846 -0.318849 -0.50 -0.38 0.24 0.2361
H 3.694165 -1.955056 2.368228 -0.18 0.17 -0.50 0.2407
H 4.409001 -1.464975 0.802026 -0.19 0.09 0.43 0.2314
```
Positions in Å, forces in eV/Å.



Record 3
ORCA calculation (ωB97M-V/def2-TZVPD) on a cluster of 8 separate species, C19H35Cl6NO15 in total.

The value obtained for the energy above the lowest of the compared OMol25 structures with the same formula, charge and spin is 47.4 kJ/mol. The calculation puts the HOMO-LUMO gap at 10.46 eV. The value obtained for the HOMO energy is -10.5166 eV. Its spin multiplicity is 1.

The geometry in XYZ format:
```
76
Properties=species:S:1:pos:R:3:forces:R:3:lowdin_charge:R:1
C -2.319050 12.881190 19.482260 -0.21 -0.33 -1.00 -0.0401
C -3.004910 12.286230 18.357550 0.03 0.83 -0.71 -0.2893
N -3.502990 11.835220 17.433870 -0.28 -0.50 -0.53 0.1707
H -1.395770 13.315760 19.099110 0.21 -0.29 0.24 0.0867
H -2.179570 11.959480 20.047140 0.37 0.86 1.27 0.0673
H -2.926650 13.704710 19.857420 -0.04 -0.49 0.66 0.0913
C -5.467520 12.270150 14.586280 2.11 0.86 -0.98 -0.1043
O -6.583970 12.424700 15.421230 0.50 0.60 0.73 -0.0489
C -6.580070 13.606170 16.093580 0.48 1.25 -1.37 -0.5834
O -5.826320 14.567310 15.974640 -0.72 -2.03 0.18 0.1070
O -7.692590 13.606320 16.781470 -0.76 -1.07 1.48 0.0165
C -8.090290 14.764130 17.449580 -0.89 2.72 -0.91 -0.0644
H -5.386150 13.128970 13.920020 -0.47 -0.17 -0.51 0.0925
H -5.397290 11.331120 14.037290 -0.96 0.02 0.22 0.0955
H -4.499460 12.355840 15.079870 -0.25 -0.24 0.83 0.0639
H -8.533890 15.420390 16.700820 -0.13 0.11 -0.47 0.0936
H -7.330670 15.449440 17.825640 0.54 -0.88 0.44 0.0965
H -8.939080 14.680510 18.128310 0.56 -1.12 0.30 0.0967
C 3.414000 13.006990 16.275150 -0.59 0.51 -1.21 -0.0152
O 2.221640 12.699480 17.000310 -0.19 -0.29 -1.25 0.0204
C 2.247000 12.758680 18.284000 2.05 -0.02 3.80 -0.5883
O 3.208190 13.163530 18.968240 -2.53 -0.85 -1.31 0.0791
O 1.097970 12.215040 18.762610 0.06 0.46 -0.58 -0.0263
C 0.954270 12.057380 20.177570 -0.08 0.27 0.20 -0.0555
H 3.914820 12.099670 15.937450 0.09 -0.09 0.55 0.0937
H 4.077360 13.726070 16.755760 -0.21 -0.31 0.23 0.0994
H 2.972030 13.436870 15.376270 0.47 0.25 -0.13 0.0958
H 1.696950 11.332920 20.511750 0.05 0.39 0.34 0.1057
H -0.043860 11.706850 20.440200 0.12 -0.47 -0.70 0.0471
H 0.938580 13.031450 20.666490 0.85 0.00 0.13 0.0995
C -3.536350 8.864230 21.729720 -2.91 0.28 -2.52 -0.1567
O -2.430890 8.993650 22.452460 4.95 -0.91 2.19 -0.0045
C -1.288230 8.286860 22.206840 -0.72 -4.03 -1.88 -0.5182
O -1.079990 7.386730 21.361700 -1.26 2.97 1.28 0.0907
O -0.475130 8.470100 23.194870 0.89 1.56 1.47 0.0096
C 0.789630 7.827540 23.332970 0.60 -0.94 -0.07 -0.0323
H -3.836290 7.924150 21.266710 0.79 -0.56 0.46 0.0676
H -3.424560 9.547470 20.887820 -0.68 0.29 -0.10 0.0539
H -4.348110 9.136110 22.404430 -0.20 0.33 -0.38 0.1034
H 1.523540 7.961220 22.538230 -0.36 0.94 -0.27 0.1030
H 0.760390 6.738120 23.353060 -0.86 -0.08 0.22 0.0973
H 1.177720 8.166100 24.293630 -0.05 0.10 -0.22 0.0947
C 1.053360 11.519130 24.066420 1.81 0.03 -0.14 -0.0580
O -0.179730 11.814480 24.616460 -2.41 -0.48 -0.10 0.0023
C -1.273790 11.872420 23.821350 0.02 2.26 -1.91 -0.4820
O -1.257470 12.069530 22.577800 -0.33 -1.25 3.78 0.0640
O -2.330330 11.968530 24.672320 1.07 -0.32 -0.96 -0.0014
C -3.663370 12.125140 24.185170 -0.50 -1.09 0.01 -0.0292
H 1.185200 10.475610 23.780440 -0.46 0.06 -0.33 0.0771
H 1.755720 11.665340 24.887040 0.05 0.17 -0.06 0.1022
H 1.326700 12.203010 23.262870 -0.12 -0.15 -0.15 0.0952
H -4.285750 11.520700 24.845010 0.10 0.19 0.36 0.0942
H -3.820090 11.625010 23.229440 0.37 0.58 -0.36 0.0821
H -4.026500 13.151500 24.238310 0.42 0.03 -0.30 0.0905
C 3.583550 8.228680 16.672930 2.19 0.28 -0.76 -0.0812
O 2.223360 8.233420 16.610000 -1.88 -0.16 -0.91 0.0136
C 1.465610 8.483660 17.657510 3.17 -0.75 3.88 -0.6312
O 1.881270 8.528730 18.831550 -0.74 0.33 -2.27 0.0812
O 0.262790 8.544200 17.267580 -3.36 0.55 -1.27 0.0561
C -0.760580 8.678420 18.255800 -0.03 -0.23 1.12 -0.0029
H 3.963450 9.191570 17.014410 0.15 -0.16 0.40 0.0986
H 3.882420 8.128180 15.629540 0.16 0.08 -0.04 0.0967
H 4.049830 7.379830 17.173070 -0.35 0.12 0.55 0.1020
H -0.864430 9.703150 18.612530 0.47 0.13 -0.05 0.0863
H -0.491640 8.019880 19.081690 -0.22 0.21 0.13 0.0778
H -1.753310 8.406070 17.897450 0.45 -0.28 -0.71 0.0952
C -5.268940 9.570500 18.620140 0.15 1.24 -0.37 -1.5262
Cl -6.153290 9.897350 17.120710 0.14 0.04 0.46 0.5904
Cl -5.644460 7.984940 19.189350 -0.10 -0.51 0.38 0.5984
Cl -5.587050 10.859330 19.863960 -0.31 -0.55 -0.42 0.5195
H -4.204720 9.688030 18.415890 -0.26 -0.25 -0.08 -0.0246
C -2.956440 16.891700 22.146030 -0.57 -0.09 0.06 -1.3969
Cl -3.050370 18.419970 21.202190 0.11 -0.87 0.82 0.4998
Cl -4.690920 16.286060 22.516750 1.82 0.69 0.03 0.4255
Cl -1.837200 17.008600 23.588020 -1.35 -0.04 -1.20 0.4843
H -2.555590 16.124220 21.483920 0.01 0.26 0.30 -0.0106
```
Positions in Å, forces in eV/Å.



Number 1: energy -142636.217 eV, LUMO -0.48 eV. Number 2: energy -62869.022 eV, LUMO -0.47 eV. Number 3: energy -127604.299 eV, LUMO -0.06 eV.